Formula: C16H31N4O6STl
Source: the Open Molecules 2025 dataset
Level of theory: the ωB97M-V functional and the def2-TZVPD basis

E_HOMO = -13.1579 eV
strongest force on any atom = 0.19 eV/A
orbital gap = 8.2 eV
net charge = +2

Last column: Mulliken charge in e.
CARTESIAN COORDINATES (ANGSTROEM)
Tl 0.037 -0.401 2.144  0.88
C 3.240 -1.374 3.091  -0.77
C 2.899 -1.004 4.523  -0.58
O 1.538 -0.605 4.565  -0.12
C 1.207 0.257 5.643  -0.54
C -0.080 0.975 5.284  -0.86
O -0.035 1.530 3.974  -0.17
C 0.805 2.664 3.816  -0.19
C 0.835 2.993 2.340  -0.91
O 1.301 1.900 1.543  -0.12
C 2.707 1.813 1.312  -0.88
C 3.405 0.876 2.272  -0.06
O 2.796 -0.401 2.149  -0.29
H 4.319 -1.532 3.002  0.43
H 2.736 -2.298 2.809  0.29
H 3.079 -1.868 5.170  0.41
H 3.533 -0.188 4.884  0.41
H 1.064 -0.304 6.572  0.40
H 2.024 0.967 5.807  0.39
H -0.916 0.276 5.275  0.31
H -0.290 1.751 6.026  0.42
H 0.396 3.516 4.369  0.44
H 1.810 2.461 4.197  0.17
H -0.182 3.195 2.001  0.25
H 1.448 3.880 2.162  0.43
H 2.827 1.440 0.294  0.29
H 3.163 2.805 1.370  0.41
H 4.468 0.816 2.012  0.46
H 3.325 1.245 3.297  0.04
N -0.592 -1.001 -3.307  -0.16
C -0.727 -1.569 -4.334  0.57
N -0.813 -2.151 -5.450  0.00
C -0.715 -1.414 -6.746  -0.53
C 0.363 -2.084 -7.583  -0.54
O 0.087 -3.458 -7.726  -0.35
C 0.147 -4.135 -6.491  -0.53
C -0.948 -3.637 -5.562  -0.53
H -0.489 -0.369 -6.542  0.42
H -1.689 -1.498 -7.228  0.28
H 1.349 -1.932 -7.126  0.35
H 0.367 -1.645 -8.579  0.36
H 1.132 -4.005 -6.027  0.35
H -0.009 -5.193 -6.692  0.35
H -0.878 -4.072 -4.567  0.42
H -1.934 -3.830 -5.983  0.29
C -1.651 0.989 -2.230  -0.49
C -1.616 -0.494 -2.310  0.51
O -2.242 -1.302 -1.729  -0.43
H -2.566 1.330 -2.719  0.28
H -0.793 1.447 -2.715  0.34
H -1.721 1.290 -1.182  -0.01
N -4.851 2.565 0.627  -0.40
C -4.254 1.619 1.366  0.62
N -5.047 0.777 2.035  -0.40
S -2.568 1.508 1.448  -0.51
H -5.848 2.707 0.641  0.20
H -4.276 3.272 0.208  0.21
H -6.050 0.846 2.015  0.19
H -4.626 0.052 2.586  0.18

---

Formula: C5H11O2
Source: the Open Molecules 2025 dataset
Level of theory: the ωB97M-V functional and the def2-TZVPD basis

E_HOMO (alpha / beta) = -10.6097 / -10.4303 eV
strongest force on any atom = 5.11 eV/A
orbital gap (alpha / beta) = 11.4 / 7.2 eV
2S+1 = 2
net charge = 0

Last column: natural (NBO) charge in e.
CARTESIAN COORDINATES (ANGSTROEM)
C 0.406 0.616 1.733  -0.36
C -0.725 -0.407 1.730  -0.62
C -0.325 2.102 2.037  0.74
O -1.385 2.105 2.726  -0.59
O 0.228 2.971 1.362  -0.32
H 1.105 0.679 2.523  0.23
H 0.811 0.578 0.760  0.23
H -0.398 -1.530 1.853  0.23
H -1.164 -0.428 0.679  0.21
H -1.531 -0.159 2.270  0.24
C 0.836 -0.683 -1.656  -0.61
C -0.130 -1.000 -2.718  -0.62
H 0.255 0.144 -1.082  0.19
H 1.197 -1.420 -0.929  0.21
H 1.834 -0.278 -2.166  0.21
H -1.127 -0.622 -2.499  0.21
H 0.309 -0.562 -3.623  0.22
H -0.195 -2.107 -2.999  0.20

---

Formula: C10H25BIO4S
Source: the Open Molecules 2025 dataset
Level of theory: the ωB97M-V functional and the def2-TZVPD basis

E_HOMO = -4.4031 eV
strongest force on any atom = 0.67 eV/A
orbital gap = 7.2 eV
net charge = -1

Last column: natural (NBO) charge in e.
CARTESIAN COORDINATES (ANGSTROEM)
O 4.220 -1.170 2.477  -0.57
C 3.690 -0.934 1.437  0.58
I 4.854 -1.320 -0.393  -0.15
C 2.335 -0.501 1.123  -0.81
B 1.380 -1.862 0.938  0.31
O 1.129 -2.516 2.234  -0.94
S -0.378 -1.345 0.281  -0.37
H 1.975 0.091 1.974  0.24
H 2.328 0.085 0.206  0.25
H 1.907 -2.628 0.126  -0.12
H 1.966 -2.644 2.698  0.46
H -0.153 -0.148 -0.257  0.11
C -4.186 -0.041 3.304  -0.64
C -2.765 0.449 3.076  -0.08
O -2.664 1.444 2.070  -0.52
C -3.380 2.634 2.302  -0.06
C -2.959 3.387 3.556  -0.64
H -4.607 -0.419 2.371  0.21
H -4.181 -0.851 4.035  0.21
H -4.845 0.743 3.684  0.19
H -2.140 -0.371 2.726  0.23
H -2.330 0.810 4.016  0.15
H -4.462 2.447 2.323  0.15
H -3.182 3.251 1.423  0.18
H -3.180 2.825 4.464  0.20
H -3.493 4.337 3.616  0.20
H -1.887 3.588 3.535  0.21
C 0.656 0.900 -4.433  -0.64
C 2.070 0.616 -3.947  -0.06
O 2.138 -0.292 -2.875  -0.53
C 1.639 -1.596 -3.094  -0.08
C 2.377 -2.361 -4.181  -0.64
H 0.034 1.240 -3.605  0.22
H 0.675 1.676 -5.201  0.20
H 0.188 0.015 -4.866  0.20
H 2.517 1.533 -3.562  0.18
H 2.697 0.284 -4.786  0.15
H 0.562 -1.572 -3.302  0.16
H 1.764 -2.095 -2.133  0.23
H 2.246 -1.912 -5.169  0.19
H 2.001 -3.383 -4.230  0.21
H 3.445 -2.393 -3.959  0.21

---

Formula: C2H10N2O
Source: the Open Molecules 2025 dataset
Level of theory: the ωB97M-V functional and the def2-TZVPD basis

E_HOMO (alpha / beta) = 1.2336 / -4.7638 eV
strongest force on any atom = 3.56 eV/A
orbital gap (alpha / beta) = 2.8 / 8.7 eV
2S+1 = 2
net charge = -1

Last column: natural (NBO) charge in e.
CARTESIAN COORDINATES (ANGSTROEM)
C -0.817 -0.237 1.570  -0.57
N -0.102 0.652 0.713  -0.75
C -0.796 1.684 0.001  -0.06
N -0.059 2.240 -1.174  -0.87
H -0.418 -1.270 1.471  0.17
H -0.714 0.058 2.654  0.14
H -1.899 -0.167 1.355  0.17
H 0.829 0.380 0.521  0.35
H -1.287 2.422 0.615  0.15
H -1.691 1.207 -0.510  0.14
H 0.671 2.862 -0.971  0.34
H 0.312 1.492 -1.726  0.35
H 1.867 -4.602 -1.511  0.41
H 2.178 -3.022 -1.212  0.33
O 1.926 -3.700 -1.797  -1.30

---

Energy relative to the best compared isomer or geometry (same formula, charge and spin)? In order: 0.0; 35.2; 0.0; 22.1 kcal/mol.
Energy? In order: -50854.1000; -9454.9197; -38580.2994; -7261.5487 eV.